The following is a quantum chemistry calculation of C3H7NOS as an isolated structure at a distorted geometry, from the Open Molecules 2025 dataset.

Results
**Energy above the lowest of the compared OMol25 structures with the same formula, charge and spin**: 441.13 kJ/mol
**Net charge**: 0
**Highest occupied orbital energy**: -9.16 eV
**E_LUMO**: -0.00670 Ha

CARTESIAN COORDINATES (ANGSTROEM)
C -1.4089 -0.1892 -0.3006
C -0.1795 0.5480 0.5491
C 0.8216 1.1796 -0.4271
H -0.3212 -1.8228 0.3821
H -1.6149 0.4847 -1.2141
H -2.2805 -0.3173 0.3639
H -0.6520 1.1745 1.3848
H 0.4024 -0.0841 1.2539
H 0.6593 2.2688 -0.7224
H 1.2555 -1.5645 0.2380
N 1.9013 0.6523 -0.7753
O -1.0163 -1.4489 -0.6616
S 2.4332 -0.8810 -0.0707